Here is an isolated molecule of C4H6ClN in a non-equilibrium geometry from OMol25. Energies are from wB97M-V/def2-TZVPD.

```
12
Properties=species:S:1:pos:R:3:forces:R:3:nbo_charge:R:1
N -1.0934 2.3304 -0.2771 0.1 2.8 -0.6 -0.32
C -1.2651 1.2145 -0.2879 -0.7 -4.6 2.1 0.28
C -1.2575 -0.2414 0.2347 -0.1 -0.4 -0.3 -0.51
C 0.2080 -0.7624 0.3778 1.5 3.0 -0.3 -0.39
C 1.3127 0.0951 -0.4047 -1.6 0.4 3.8 -0.45
Cl 1.6268 -0.2083 -2.0320 0.4 -0.7 -1.8 0.00
H -1.8647 -0.9459 -0.3991 0.6 1.0 0.5 0.25
H -1.6492 -0.3311 1.2899 -0.2 0.7 -1.3 0.26
H 0.6263 -0.4534 1.3834 -1.2 -1.2 -0.6 0.21
H 0.3203 -1.7796 0.1019 0.0 -1.1 0.3 0.22
H 0.8769 1.1130 -0.3083 1.1 -0.4 -0.1 0.23
H 2.1589 -0.0310 0.3212 0.0 0.4 -1.5 0.21
```
Forces are in eV/Å.

The spin multiplicity is 1. Its SMILES is N#CCCCCl. As for the HOMO energy: -10.53 eV. As for the charge: 0. The total energy comes out at -18256.4339 eV. The gap between HOMO and LUMO comes out at 11.289 eV. Its energy relative to the best compared isomer or geometry (same formula, charge and spin) is 23.2 kcal/mol.



Here is an isolated molecule of C4H6ClN in a non-equilibrium geometry from OMol25. Energies are from wB97M-V/def2-TZVPD.

```
12
Properties=species:S:1:pos:R:3:forces:R:3:nbo_charge:R:1
C 0.8456 1.7468 0.0275 2.3 0.8 -0.4 -0.48
C 0.9741 0.4338 0.1913 -0.8 0.8 0.6 0.11
Cl 2.4008 -0.4285 -0.1132 1.2 -0.2 -0.3 0.02
N -0.0044 -0.4291 0.7261 -0.3 2.0 0.8 -0.41
C -1.3510 -0.3718 0.0986 1.3 -0.3 -0.6 -0.26
C -0.3488 -1.4775 -0.0942 -2.9 -3.1 0.4 -0.22
H 1.7164 2.4234 -0.2766 -1.3 -1.4 0.3 0.22
H -0.0145 2.2731 0.3530 -0.9 0.1 0.1 0.21
H -1.4568 0.2037 -0.7966 0.3 0.7 -0.3 0.19
H -2.2423 -0.3362 0.6764 -0.2 -0.5 0.9 0.21
H -0.5604 -2.5169 0.2580 0.4 1.1 0.4 0.20
H 0.0412 -1.5209 -1.0501 0.9 0.1 -1.9 0.19
```
Forces are in eV/Å.

The spin multiplicity is 1. Its SMILES is C=C(Cl)N1CC1. As for the HOMO energy: -8.91 eV. As for the charge: 0. The total energy comes out at -18255.4879 eV. The gap between HOMO and LUMO comes out at 9.928 eV. Its energy relative to the best compared isomer or geometry (same formula, charge and spin) is 45.0 kcal/mol.



Here is the ion C4H6ClN2 with charge +1 in a non-equilibrium geometry from OMol25. Energies are from wB97M-V/def2-TZVPD.

```
13
Properties=species:S:1:pos:R:3:forces:R:3:nbo_charge:R:1
C 1.1503 -0.5303 -0.1355 -0.5 1.9 -1.9 -0.40
N -0.1971 0.0648 -0.1981 -0.2 -1.0 0.0 -0.26
C -0.8389 0.5562 0.8713 -0.2 -1.4 -1.6 0.24
N -2.0554 0.8918 0.4712 -0.3 0.5 -1.2 -0.46
C -2.2047 0.6983 -0.9069 1.2 -0.8 1.5 0.09
Cl -3.6284 1.1357 -1.6985 0.4 -0.1 0.0 0.16
C -1.0145 0.0885 -1.2945 -1.3 2.4 -2.2 -0.07
H 1.2901 -0.7403 0.8456 0.6 -1.5 2.8 0.22
H 1.4780 -1.2500 -0.8736 -0.9 -0.5 0.1 0.26
H 1.7548 0.3144 -0.3012 1.3 1.0 -0.3 0.23
H -0.5984 0.3717 1.8847 0.6 0.3 0.7 0.25
H -2.7079 1.3656 1.0562 -0.6 0.2 0.4 0.46
H -0.7218 0.1820 -2.3886 0.1 -1.1 1.7 0.28
```
Forces are in eV/Å.

The spin multiplicity is 1. Its SMILES is C[n+]1c[nH]c(Cl)c1. As for the HOMO energy: -14.11 eV. As for the charge: +1. The total energy comes out at -19740.6145 eV. The gap between HOMO and LUMO comes out at 10.493 eV. Its energy relative to the best compared isomer or geometry (same formula, charge and spin) is 1.2 kcal/mol.



Here is a cluster of 2 separate species, C4H6ClN2O in total in a non-equilibrium geometry from OMol25. Energies are from wB97M-V/def2-TZVPD.

```
14
Properties=species:S:1:pos:R:3:forces:R:3:nbo_charge:R:1
C 0.4803 1.4858 -1.1999 1.4 2.0 3.2 0.45
C -0.3546 -0.4116 -0.2182 1.3 1.3 -0.3 0.78
C 1.2751 0.7975 0.9301 3.4 0.4 -1.4 0.45
C -1.1753 -1.6554 -0.2484 -0.4 2.0 -2.1 -0.70
N -0.2472 0.4405 -1.2470 -1.5 -2.9 -0.8 -0.51
N 1.1231 1.7864 -0.0422 0.2 0.1 0.9 -0.55
O 0.3720 -0.1626 0.9021 -1.7 -1.4 0.0 -0.40
Cl 3.1500 -0.5408 0.1247 -1.9 1.5 0.7 -0.42
H 0.6088 2.2952 -1.8882 -0.6 -0.2 -1.2 0.25
H 1.8128 1.0955 1.8592 -1.0 -0.7 -0.6 0.29
H -0.6841 -2.2749 -1.0389 -0.6 0.4 0.2 0.31
H -2.2408 -1.3169 -0.5867 1.8 -1.0 0.7 0.30
H -1.0618 -2.1750 0.6556 -0.4 -0.6 1.3 0.27
H 1.4628 2.7348 0.2057 0.1 -0.9 -0.7 0.47
```
Forces are in eV/Å.

The spin multiplicity is 1. As for the HOMO energy: -13.93 eV. As for the charge: +1. The total energy comes out at -21785.9162 eV. The gap between HOMO and LUMO comes out at 7.396 eV. Its energy relative to the best compared isomer or geometry (same formula, charge and spin) is 56.1 kcal/mol.



Here is a cluster of 3 separate species, C4H6ClN2O4 in total from OMol25. Energies are from wB97M-V/def2-TZVPD.

```
17
Properties=species:S:1:pos:R:3:forces:R:3:nbo_charge:R:1
Cl 1.9849 -0.3604 0.3209 0.3 0.3 -0.1 2.54
O 2.5398 -0.7788 -0.9451 -0.2 -0.2 0.0 -0.87
O 0.5427 -0.5602 0.3233 -0.3 -0.2 -0.2 -0.92
O 2.5635 -1.1337 1.3932 0.0 0.1 0.0 -0.87
O 2.2492 1.0448 0.5029 0.0 0.0 0.2 -0.87
C -0.8740 -0.6361 -3.0512 0.3 0.4 0.8 -0.74
C 0.1019 -1.0147 -4.0576 0.1 -0.2 0.2 0.31
N 0.8464 -1.3385 -4.8669 0.1 0.0 -0.2 -0.36
H -0.4248 -0.4692 -2.0637 0.4 -0.2 -0.2 0.30
H -1.6019 -1.4291 -2.8995 -0.3 0.2 -0.3 0.24
H -1.2936 0.3323 -3.3224 -0.4 -0.2 -0.1 0.24
C -1.4264 0.7550 2.9127 0.1 -0.6 -0.2 -0.74
C -0.4660 1.6952 3.4709 -0.3 -0.2 -0.1 0.31
N 0.2580 2.4398 3.9504 0.2 0.3 0.2 -0.35
H -2.4052 1.2155 2.8016 0.0 0.1 0.0 0.23
H -1.5177 -0.1106 3.5703 0.0 0.1 0.1 0.24
H -1.0768 0.3487 1.9603 0.1 0.3 -0.1 0.30
```
Forces are in eV/Å.

The spin multiplicity is 1. As for the HOMO energy: -6.02 eV. As for the charge: -1. The total energy comes out at -27932.2789 eV. The gap between HOMO and LUMO comes out at 9.241 eV. Its energy relative to the best compared isomer or geometry (same formula, charge and spin) is 4.0 kcal/mol.



Here is a cluster of 2 separate species, C4H6ClNO2 in total in a non-equilibrium geometry from OMol25. Energies are from wB97M-V/def2-TZVPD.

```
14
Properties=species:S:1:pos:R:3:forces:R:3:nbo_charge:R:1
C 1.8644 -1.3674 -0.4704 0.0 0.5 -0.4 -0.45
N 1.8918 0.0880 -0.2446 2.6 -2.7 -1.6 -0.17
O 1.3441 0.5074 1.1163 -0.2 -0.5 0.6 -0.40
C 0.8958 0.8923 -0.1068 -0.8 3.7 1.4 0.85
O 0.2954 1.8426 -0.4561 -0.6 -0.2 -1.1 -0.52
H 2.9334 -1.6478 -0.3478 -1.1 -0.5 0.1 0.22
H 1.0846 -1.7724 0.1902 0.9 -0.4 0.1 0.23
H 1.5029 -1.5882 -1.5037 0.5 0.4 0.6 0.23
C -2.4199 1.0167 0.0927 1.0 2.9 3.9 -0.36
C -1.5645 0.1355 0.5868 -2.1 -0.1 -1.3 -0.24
Cl -1.3001 -1.3577 -0.2337 -0.2 -0.7 -0.5 -0.04
H -3.0150 1.0666 -0.7481 -0.8 -0.9 -1.9 0.21
H -2.5342 2.0424 0.6648 0.5 -2.2 -0.9 0.21
H -0.9789 0.1421 1.4605 0.3 0.6 0.9 0.23
```
Forces are in eV/Å.

The spin multiplicity is 1. Its SMILES is CN1OC1=O.C=CCl. As for the HOMO energy: -9.72 eV. As for the charge: 0. The total energy comes out at -22348.1782 eV. The gap between HOMO and LUMO comes out at 10.418 eV. Its energy relative to the best compared isomer or geometry (same formula, charge and spin) is 120.6 kcal/mol.



Here is a structure of composition C4H6CoO2 in a non-equilibrium geometry from OMol25. Energies are from wB97M-V/def2-TZVPD.

```
13
Properties=species:S:1:pos:R:3:forces:R:3:lowdin_spin:R:1
O -1.2094 -0.5413 -2.4523 -0.1 0.1 -0.5 0.02
C -1.4043 -0.7191 -1.0650 0.5 4.0 1.9 0.02
H -0.6906 0.2784 -2.5360 -0.2 -0.3 0.1 0.02
H -1.1575 -1.7720 -0.8258 -1.0 0.6 0.3 0.00
C -0.4329 0.2638 -0.2929 1.3 -2.1 -0.2 0.13
C 0.1273 -0.2151 0.8361 0.1 0.0 -0.2 0.03
C 1.4142 0.3354 1.4285 -0.5 0.1 0.7 0.02
O 1.8697 1.4974 0.8293 -0.5 0.0 -0.4 0.23
Co 0.6323 2.0276 -0.5355 0.1 0.0 0.0 3.52
H -0.2717 -1.0940 1.3785 0.2 -0.1 -0.3 0.00
H -2.2940 -0.0656 -0.6637 0.0 -2.6 -1.0 0.00
H 2.1776 -0.4761 1.3784 -0.2 0.1 -0.1 0.00
H 1.2395 0.4806 2.5204 0.2 0.1 -0.1 0.00
```
Forces are in eV/Å.

The spin multiplicity is 5. As for the HOMO energy (alpha / beta): -1.54 / -4.40 eV. As for the charge: -1. Its expectation value of S² is 6.007. The total energy comes out at -45963.6373 eV. The gap between HOMO and LUMO (alpha / beta) comes out at 5.628 / 8.399 eV. Its energy relative to the best compared isomer or geometry (same formula, charge and spin) is 0.0 kcal/mol.



Here is a structure of composition C4H6DyO in a non-equilibrium geometry from OMol25. Energies are from wB97M-V/def2-TZVPD.

```
12
Properties=species:S:1:pos:R:3:forces:R:3:lowdin_spin:R:1
C -2.4885 1.0799 0.4806 2.0 0.2 -1.6 0.00
C -3.0127 -0.2946 0.4681 1.8 -2.1 2.8 0.00
C -2.1105 -1.3043 0.1890 -3.2 -0.2 -0.1 0.00
C -1.5394 -1.4476 -1.1282 1.1 0.0 0.7 0.00
O -0.3491 -1.1937 -1.3491 1.6 -0.1 -2.1 0.08
Dy 1.4297 -1.3414 -3.2582 -1.0 0.1 1.3 5.91
H -2.6840 1.5609 1.4497 0.1 -0.2 -0.4 0.00
H -2.9585 1.6659 -0.3214 0.6 0.4 0.2 0.00
H -3.7360 -0.5168 1.2580 0.0 -0.1 -0.4 0.00
H -1.3225 0.8147 0.3794 -2.5 2.1 0.0 0.00
H -2.2097 -2.2443 0.7396 -0.4 -0.3 -0.6 0.00
H -2.1521 -1.8837 -1.9353 0.0 0.2 0.1 0.00
```
Forces are in eV/Å.

The spin multiplicity is 7. As for the HOMO energy (alpha / beta): -15.65 / -15.65 eV. As for the charge: +2. Its expectation value of S² is 12.017. The total energy comes out at -30355.2239 eV. The gap between HOMO and LUMO (alpha / beta) comes out at 6.105 / 5.112 eV. Its energy relative to the best compared isomer or geometry (same formula, charge and spin) is 0.0 kcal/mol.